# 1
Here is C59H52F6IKNO3P4Si as an isolated structure in a non-equilibrium geometry from OMol25. Energies are from wB97M-V/def2-TZVPD.

```
128
Properties=species:S:1:pos:R:3
K 1.752 -0.088 -1.797
C -5.174 -2.813 -4.860
C -4.286 -2.049 -5.613
C -3.124 -1.558 -5.034
C -2.831 -1.859 -3.707
C -3.716 -2.630 -2.955
C -4.894 -3.099 -3.530
P -1.476 -0.999 -2.851
C -2.192 0.557 -2.649
C -1.451 1.642 -3.444
C -1.304 2.898 -2.627
C -2.280 3.200 -1.741
C -3.318 2.259 -1.370
C -3.165 0.938 -1.715
C -0.601 -2.477 -2.088
C -0.587 -3.529 -3.023
C 0.161 -4.673 -2.806
C 0.928 -4.772 -1.659
C 0.891 -3.755 -0.722
C 0.117 -2.590 -0.882
Si -0.088 -1.542 0.745
C -0.772 -2.840 1.978
C -0.835 -4.241 1.906
C -1.486 -4.969 2.896
C -2.105 -4.325 3.963
C -2.085 -2.942 4.042
C -1.422 -2.210 3.058
P -1.422 -0.406 2.822
C -3.209 -0.133 2.464
C -4.046 0.699 3.205
C -5.385 0.849 2.854
C -5.907 0.166 1.767
C -5.086 -0.678 1.030
C -3.749 -0.818 1.370
C -1.167 0.310 4.483
C -1.321 1.690 4.669
C -0.997 2.286 5.879
C -0.485 1.519 6.918
C -0.293 0.157 6.735
C -0.620 -0.443 5.523
C 1.694 -0.969 1.297
C 2.639 -1.984 1.527
C 3.990 -1.717 1.719
C 4.445 -0.408 1.681
C 3.529 0.626 1.576
C 2.160 0.387 1.417
P 1.011 1.806 1.828
C 1.991 2.536 3.230
C 2.409 3.864 3.290
C 3.153 4.328 4.374
C 3.487 3.474 5.415
C 3.059 2.150 5.375
C 2.316 1.693 4.298
C 1.229 3.124 0.568
C 0.251 4.121 0.569
C 0.329 5.194 -0.312
C 1.373 5.265 -1.227
C 2.337 4.265 -1.253
C 2.268 3.203 -0.355
H -6.086 -3.189 -5.312
H -4.507 -1.833 -6.652
H -2.439 -0.941 -5.609
H -3.478 -2.873 -1.922
H -5.585 -3.695 -2.945
H -2.077 1.855 -4.329
H -0.460 3.568 -2.809
H -2.238 4.148 -1.209
H -4.125 2.569 -0.715
H -3.782 0.173 -1.244
H -1.161 -3.459 -3.934
H 0.153 -5.470 -3.540
H 1.547 -5.646 -1.483
H 1.494 -3.877 0.168
H -0.385 -4.771 1.077
H -1.522 -6.052 2.830
H -2.625 -4.904 4.719
H -2.602 -2.435 4.850
H -3.668 1.219 4.073
H -6.022 1.499 3.444
H -6.950 0.286 1.497
H -5.490 -1.230 0.188
H -3.114 -1.479 0.787
H -1.689 2.303 3.854
H -1.126 3.356 6.006
H -0.219 1.986 7.859
H 0.120 -0.445 7.537
H -0.447 -1.503 5.390
H 2.313 -3.015 1.611
H 4.681 -2.536 1.887
H 5.503 -0.187 1.783
H 3.889 1.646 1.654
H 2.167 4.550 2.489
H 3.483 5.361 4.394
H 4.077 3.834 6.251
H 3.309 1.471 6.185
H 1.992 0.657 4.278
H -0.577 4.055 1.270
H -0.431 5.968 -0.295
H 1.434 6.099 -1.920
H 3.152 4.303 -1.965
H 3.036 2.439 -0.384
O -0.137 0.997 -0.717
H -0.893 0.945 -0.116
H -0.291 1.845 -1.190
O 2.718 -2.191 -2.494
H 3.471 -2.451 -1.927
H 3.164 -1.954 -3.321
O 5.171 -2.519 -1.086
H 5.207 -1.614 -0.738
H 5.794 -2.528 -1.824
I 2.960 -1.709 -6.429
C 1.455 -0.600 -5.521
C 1.129 0.737 -6.017
C 0.303 1.504 -5.301
C -0.135 1.052 -3.934
N -0.300 -0.424 -3.934
C 0.710 -1.158 -4.563
H 1.515 1.057 -6.978
H -0.024 2.482 -5.646
H 0.661 1.320 -3.217
H 0.820 -2.190 -4.277
F 3.962 0.186 -1.367
P 4.683 0.863 -2.709
F 4.533 2.302 -2.029
F 3.150 0.998 -3.316
F 4.787 -0.606 -3.374
F 5.294 1.509 -4.018
F 6.111 0.651 -2.022
```

Highest occupied orbital energy (alpha / beta) ... -0.2325 / -0.2387 Ha
Relative energy (zero: lowest compared OMol25 entry of this formula, charge and spin) ... 88.0 kcal/mol
Orbital gap (alpha / beta) ... 6.517 / 5.626 eV
2S+1 ... 2
Total charge ... 0
LUMO energy (alpha / beta) ... 0.2 / -0.9 eV

# 2
Here is C59H53N2O2SSbZn as an isolated structure from OMol25. Energies are from wB97M-V/def2-TZVPD.

```
119
Properties=species:S:1:pos:R:3
Zn -0.224 0.684 0.440
O -1.165 1.357 -1.036
C -2.264 2.194 -0.984
C -2.925 2.174 0.424
C -2.035 2.671 1.526
C -2.234 3.900 2.136
C -1.383 4.288 3.157
C -0.367 3.441 3.557
C -0.208 2.223 2.912
C 0.890 1.270 3.278
C 2.024 1.200 2.213
O 1.565 0.677 1.014
C 2.551 2.632 2.034
C 2.177 3.377 0.924
C 2.553 4.708 0.802
C 3.318 5.310 1.790
C 3.708 4.569 2.899
C 3.325 3.242 3.019
C 3.159 0.285 2.696
C 4.105 -0.098 1.744
C 5.144 -0.949 2.075
C 5.259 -1.444 3.370
C 4.326 -1.072 4.323
C 3.284 -0.211 3.987
N -1.034 1.867 1.917
C -3.265 1.715 -2.050
C -4.637 1.619 -1.854
C -5.471 1.153 -2.867
C -4.944 0.787 -4.093
C -3.572 0.889 -4.301
C -2.743 1.344 -3.290
C -1.863 3.640 -1.319
C -2.804 4.668 -1.335
C -2.427 5.971 -1.619
C -1.099 6.267 -1.900
C -0.161 5.246 -1.905
C -0.542 3.941 -1.617
H -3.827 2.782 0.429
H -3.210 1.139 0.637
H -3.039 4.540 1.801
H -1.513 5.249 3.638
H 0.317 3.718 4.348
H 1.301 1.590 4.235
H 0.469 0.267 3.391
H 1.582 2.905 0.153
H 2.239 5.276 -0.065
H 3.614 6.348 1.696
H 4.315 5.026 3.670
H 3.642 2.669 3.884
H 3.995 0.269 0.732
H 5.863 -1.238 1.318
H 6.070 -2.112 3.630
H 4.403 -1.450 5.335
H 2.567 0.052 4.753
H -5.083 1.889 -0.906
H -6.537 1.078 -2.689
H -5.592 0.426 -4.881
H -3.144 0.604 -5.254
H -1.672 1.398 -3.442
H -3.849 4.447 -1.145
H -3.171 6.757 -1.628
H -0.802 7.283 -2.124
H 0.875 5.464 -2.140
H 0.179 3.135 -1.628
S -1.988 -1.045 2.771
C -1.581 -2.643 3.063
N -1.773 -3.592 2.100
C -1.429 -4.899 2.205
C -0.862 -5.364 3.346
C -0.655 -4.445 4.401
C -1.004 -3.135 4.270
H -2.168 -3.268 1.225
H -1.633 -5.504 1.334
H -0.584 -6.403 3.433
H -0.206 -4.787 5.325
H -0.843 -2.421 5.064
C -3.191 -1.764 -1.103
C -2.624 -3.155 -1.208
C -3.469 -4.255 -1.350
C -2.962 -5.543 -1.477
C -1.591 -5.752 -1.457
C -0.735 -4.669 -1.296
C -1.237 -3.377 -1.173
Sb 0.090 -1.710 -0.950
C 1.929 -2.784 -0.886
C 2.592 -3.093 -2.070
C 3.823 -3.734 -2.045
C 4.394 -4.063 -0.825
C 3.737 -3.753 0.357
C 2.501 -3.112 0.348
C 1.802 -2.790 1.640
C 0.130 -1.125 -3.005
C -0.679 -1.760 -3.941
C -0.705 -1.337 -5.264
C 0.084 -0.268 -5.653
C 0.902 0.361 -4.725
C 0.943 -0.053 -3.397
C 1.861 0.632 -2.424
H -4.278 -1.770 -1.163
H -2.818 -1.120 -1.905
H -2.906 -1.287 -0.159
H -4.540 -4.093 -1.378
H -3.640 -6.377 -1.602
H -1.187 -6.751 -1.567
H 0.337 -4.833 -1.275
H 2.147 -2.826 -3.023
H 4.331 -3.970 -2.971
H 5.358 -4.556 -0.792
H 4.194 -3.998 1.309
H 2.432 -3.023 2.499
H 0.877 -3.369 1.732
H 1.547 -1.728 1.687
H -1.298 -2.599 -3.646
H -1.341 -1.841 -5.981
H 0.069 0.077 -6.680
H 1.524 1.193 -5.034
H 2.415 1.437 -2.907
H 2.586 -0.069 -1.999
H 1.311 1.067 -1.586
```

Highest occupied orbital energy ... -0.2915 Ha
Relative energy (zero: lowest compared OMol25 entry of this formula, charge and spin) ... 0.0 kcal/mol
Orbital gap ... 7.950 eV
Total charge ... 0
LUMO energy ... 0.0 eV

# 3
Here is a 11-piece molecular cluster, C59H55F4N7 overall in a non-equilibrium geometry from OMol25. Energies are from wB97M-V/def2-TZVPD.

```
125
Properties=species:S:1:pos:R:3
N 3.556 -6.454 0.681
C 2.476 -5.926 1.340
C 2.188 -4.559 1.381
C 3.045 -3.671 0.657
C 4.178 -4.263 0.061
C 4.407 -5.622 0.057
H 1.767 -6.634 1.744
H 1.383 -4.205 2.007
H 2.863 -2.607 0.698
H 4.814 -3.599 -0.507
H 5.269 -6.135 -0.345
N 6.617 -0.119 -1.274
C 6.243 -0.583 -2.509
C 4.987 -0.727 -2.997
C 3.980 -0.431 -2.058
C 4.243 0.077 -0.789
C 5.588 0.169 -0.420
H 7.024 -0.815 -3.217
H 4.896 -1.146 -3.988
H 2.942 -0.522 -2.339
H 3.402 0.327 -0.160
H 5.862 0.626 0.519
N 0.731 0.695 -0.073
C 0.709 -0.040 1.087
C -0.127 -1.155 1.228
C -0.877 -1.574 0.178
C -0.656 -1.027 -1.087
C 0.145 0.082 -1.140
H 1.335 0.415 1.840
H -0.142 -1.754 2.126
H -1.535 -2.419 0.315
H -1.122 -1.516 -1.930
H 0.292 0.618 -2.066
N 0.833 -0.677 -4.138
C 0.306 0.377 -4.868
C -0.158 0.141 -6.172
C 0.044 -1.064 -6.768
C 0.641 -2.144 -6.076
C 1.001 -1.877 -4.759
H 0.032 1.281 -4.346
H -0.645 0.965 -6.672
H -0.324 -1.190 -7.776
H 0.740 -3.048 -6.657
H 1.359 -2.665 -4.112
N 0.190 3.117 -2.533
C 1.237 3.974 -2.334
C 1.247 5.330 -2.728
C -0.073 5.851 -3.006
C -1.166 4.970 -3.005
C -1.020 3.649 -2.744
H 2.176 3.489 -2.113
H 2.063 6.013 -2.546
H -0.346 6.872 -3.224
H -2.096 5.434 -3.297
H -1.781 2.914 -2.961
N 2.514 -0.754 4.279
C 2.761 -1.899 4.952
C 2.749 -2.005 6.329
C 2.486 -0.900 7.073
C 2.176 0.317 6.446
C 2.206 0.354 5.018
H 2.851 -2.875 4.500
H 2.851 -2.899 6.927
H 2.480 -0.975 8.150
H 2.014 1.203 7.042
H 2.058 1.169 4.325
N -1.127 4.476 1.355
C -1.142 3.386 0.554
C -2.314 2.877 0.071
C -3.524 3.500 0.408
C -3.548 4.573 1.261
C -2.317 4.988 1.753
H -0.197 2.885 0.408
H -2.269 1.986 -0.537
H -4.475 3.111 0.075
H -4.467 5.133 1.356
H -2.337 5.852 2.400
F -6.201 -0.830 2.761
C -5.500 -1.189 1.689
C -4.641 -0.299 0.970
C -3.935 -0.749 -0.141
C -4.069 -2.055 -0.563
C -4.923 -2.939 0.052
C -5.583 -2.472 1.189
H -4.406 0.662 1.403
H -3.246 -0.071 -0.622
H -3.604 -2.544 -1.406
H -4.889 -3.936 -0.361
H -6.341 -3.111 1.616
F 6.607 3.995 -0.524
C 5.551 3.947 0.330
C 5.776 4.263 1.638
C 4.749 4.026 2.548
C 3.472 3.548 2.083
C 3.276 3.252 0.742
C 4.386 3.354 -0.130
H 6.726 4.612 2.015
H 4.825 4.195 3.613
H 2.599 3.387 2.698
H 2.329 2.876 0.383
H 4.213 3.086 -1.161
F -3.079 -0.446 6.275
C -3.230 -1.489 5.452
C -4.412 -2.168 5.621
C -4.695 -3.263 4.823
C -3.705 -3.737 3.943
C -2.466 -3.042 3.749
C -2.277 -1.909 4.560
H -5.216 -1.868 6.277
H -5.625 -3.805 4.906
H -3.992 -4.573 3.322
H -1.656 -3.349 3.104
H -1.388 -1.298 4.515
F -6.292 -1.747 -4.887
C -5.156 -1.157 -4.446
C -3.822 -1.660 -4.608
C -2.812 -0.788 -4.176
C -3.042 0.392 -3.498
C -4.392 0.812 -3.307
C -5.444 0.025 -3.780
H -3.584 -2.558 -5.159
H -1.776 -1.088 -4.221
H -2.180 0.961 -3.183
H -4.617 1.745 -2.812
H -6.480 0.281 -3.618
```

Highest occupied orbital energy ... -0.3298 Ha
Orbital gap ... 9.445 eV
SMILES ... Fc1ccccc1.Fc1ccccc1.Fc1ccccc1.Fc1ccccc1.c1ccncc1.c1ccncc1.c1ccncc1.c1ccncc1.c1ccncc1.c1ccncc1.c1ccncc1
Total charge ... 0
LUMO energy ... 0.5 eV